Molecular formula: CH4Br2OP
Method: DFT, ωB97M-V/def2-TZVPD

The geometry in XYZ format:
```
9
Properties=species:S:1:pos:R:3
C 1.090 0.010 -0.880
O -0.214 0.119 1.750
P -0.555 -0.019 0.242
Br -1.566 -1.937 -0.064
Br -1.908 1.605 -0.326
H 0.785 -0.014 -1.918
H 1.687 -0.848 -0.591
H 1.603 0.937 -0.629
H -0.923 0.147 2.416
```

Computed properties:
Maximum force in hartree/bohr: 0.05021
Highest occupied orbital energy in eV: -15.80
DFT total energy in eV: -152517.4942
Net charge: +1

---

Molecular formula: C9H10BN
Method: DFT, ωB97M-V/def2-TZVPD

The geometry in XYZ format:
```
21
Properties=species:S:1:pos:R:3
B 2.725 -0.270 -0.048
C -2.985 -0.794 -0.519
C -2.991 0.618 -0.633
C -1.849 -1.355 0.106
C -1.927 1.372 -0.168
C -0.676 -0.589 0.469
C -0.834 0.873 0.593
C 1.836 -1.288 0.285
C 0.462 -1.360 0.497
C 3.752 0.771 -0.558
N -0.127 1.518 1.440
H -3.791 -1.323 -0.832
H -3.921 0.936 -0.981
H -1.816 -2.376 0.118
H -1.976 2.402 -0.026
H 2.267 -2.247 0.355
H 0.316 -2.452 0.569
H 4.366 1.247 0.149
H 3.152 1.551 -0.952
H 4.195 0.203 -1.467
H -0.179 2.563 1.601
```

Computed properties:
Maximum force in hartree/bohr: 0.11018
Highest occupied orbital energy (alpha / beta) in eV: -6.91 / -6.91
SMILES: [H]\N=C1/C=CC=C/C1=C/C=B/C
DFT total energy in eV: -11657.2263
Net charge: 0

---

Molecular formula: C28H20BBrF4IPRhSbSe4
Method: DFT, ωB97M-V/def2-TZVPD

The geometry in XYZ format:
```
62
Properties=species:S:1:pos:R:3
Rh -0.304 0.432 -1.984
C -0.346 -2.145 3.511
C 0.248 -2.421 2.286
C 0.260 -1.456 1.295
C -0.313 -0.203 1.517
C -0.896 0.068 2.748
C -0.915 -0.903 3.740
P -0.153 0.999 0.150
C -1.172 2.421 0.644
C -2.530 2.236 0.904
C -3.349 3.329 1.129
C -2.829 4.614 1.088
C -1.486 4.805 0.801
C -0.661 3.715 0.570
C 1.579 1.481 0.379
C 2.138 2.090 1.469
C 3.535 2.259 1.526
C 4.320 1.769 0.514
C 3.762 1.109 -0.603
C 4.565 0.535 -1.627
C 3.950 -0.132 -2.643
C 2.541 -0.218 -2.735
C 1.699 0.370 -1.816
C 2.362 0.998 -0.698
H -0.371 -2.905 4.285
H 0.687 -3.394 2.093
H 0.710 -1.671 0.328
H -1.344 1.035 2.934
H -1.383 -0.686 4.693
H -2.954 1.243 0.890
H -4.405 3.168 1.307
H -3.474 5.470 1.251
H -1.079 5.806 0.728
H 0.376 3.877 0.302
H 1.517 2.432 2.290
H 3.987 2.761 2.372
H 5.399 1.882 0.557
H 5.643 0.639 -1.585
H 4.550 -0.582 -3.427
H 2.117 -0.733 -3.590
Se 1.458 4.421 -6.101
Sb 1.473 2.505 -4.493
Se -0.374 0.253 -4.693
Se -0.576 2.766 -3.000
Se 3.325 3.871 -3.491
Br 1.829 -4.848 -1.094
C 0.040 -4.761 -0.457
C -0.293 -5.601 0.599
C -1.564 -5.537 1.147
C -2.490 -4.637 0.632
C -2.151 -3.814 -0.423
C -0.876 -3.871 -0.985
I -0.458 -2.514 -2.531
H 0.448 -6.284 0.992
H -1.822 -6.185 1.975
H -3.483 -4.561 1.058
H -2.861 -3.097 -0.807
F -4.610 0.369 -0.822
B -3.537 -0.448 -1.191
F -2.634 0.308 -2.002
F -2.847 -0.858 -0.023
F -3.977 -1.569 -1.886
```

Computed properties:
Maximum force in hartree/bohr: 0.00896
Highest occupied orbital energy (alpha / beta) in eV: -1.22 / -2.10
DFT total energy in eV: -399280.3969
Net charge: -2
Multiplicity: 5
<S²>: 6.041

---

Molecular formula: C23H30N4O4S
Method: DFT, ωB97M-V/def2-TZVPD

The geometry in XYZ format:
```
62
Properties=species:S:1:pos:R:3
C 5.917 -3.277 3.367
H 5.328 -3.501 4.262
O 5.920 -1.899 3.081
C 4.734 -1.289 2.813
C 4.802 0.081 2.547
C 3.660 0.796 2.264
C 2.423 0.157 2.228
C 2.350 -1.200 2.508
C 3.495 -1.920 2.798
H 3.404 -2.974 3.008
H 1.393 -1.696 2.503
N 1.239 0.891 1.970
C 0.989 1.578 0.837
O -0.065 2.186 0.681
C 2.041 1.560 -0.258
H 2.758 0.758 -0.093
C 1.326 1.357 -1.594
C 0.695 -0.006 -1.622
O 0.876 -0.866 -0.792
N -0.159 -0.272 -2.674
C -0.559 0.534 -3.698
N -0.088 1.686 -4.007
C -0.716 2.229 -5.090
C -1.698 1.457 -5.622
S -1.869 -0.022 -4.745
H -2.325 1.658 -6.465
C -0.287 3.567 -5.578
H -0.404 4.303 -4.785
H -0.878 3.866 -6.438
H 0.765 3.539 -5.854
H -0.599 -1.185 -2.630
H 0.545 2.109 -1.719
H 2.011 1.451 -2.437
H 2.560 2.520 -0.265
C 0.204 0.832 2.995
H 0.674 0.571 3.944
H -0.263 1.820 3.066
C -0.879 -0.214 2.675
O -0.944 -1.279 3.257
N -1.730 0.192 1.724
H -1.523 1.063 1.244
C -2.774 -0.645 1.173
C -4.126 0.065 1.260
C -5.224 -0.807 0.661
C -4.904 -1.152 -0.790
C -3.557 -1.864 -0.882
C -2.456 -0.998 -0.281
H -1.495 -1.516 -0.315
H -2.365 -0.068 -0.851
H -3.329 -2.089 -1.927
H -3.609 -2.810 -0.339
H -5.689 -1.788 -1.204
H -4.869 -0.235 -1.383
H -6.182 -0.285 0.717
H -5.310 -1.728 1.241
H -4.351 0.293 2.304
H -4.066 1.010 0.713
H -2.793 -1.557 1.781
H 3.720 1.858 2.076
H 5.767 0.562 2.575
H 6.958 -3.543 3.545
H 5.534 -3.862 2.524
```

Computed properties:
Maximum force in hartree/bohr: 0.02393
Highest occupied orbital energy in eV: -8.29
SMILES: COc1ccc(N(CC(=O)NC2CCCCC2)C(=O)CCC(=O)Nc2nc(C)cs2)cc1
DFT total energy in eV: -49325.7656
Net charge: 0

---

Molecular formula: C7H7ClO3
Method: DFT, ωB97M-V/def2-TZVPD

The geometry in XYZ format:
```
18
Properties=species:S:1:pos:R:3
C 0.199 1.695 0.109
C 1.799 -1.024 -0.108
C -1.409 -0.111 0.706
C -0.184 -0.709 1.559
C -0.350 0.376 -0.274
C 0.794 -0.216 0.518
C -0.694 0.157 -1.735
O 0.024 2.764 -0.360
O 1.573 -2.171 -0.342
O 1.211 1.201 0.885
Cl 3.333 -0.179 -0.357
H -2.103 -0.826 0.313
H -1.918 0.791 1.368
H 0.115 -0.266 2.483
H -0.235 -1.842 1.720
H -0.547 -0.903 -2.217
H 0.145 0.765 -2.303
H -1.753 0.498 -1.964
```

Computed properties:
Maximum force in hartree/bohr: 0.09154
Highest occupied orbital energy in eV: -10.55
DFT total energy in eV: -26035.2885
Net charge: 0

---

Molecular formula: C42H114F2N18O12P6
Method: DFT, ωB97M-V/def2-TZVPD

The geometry in XYZ format:
```
194
Properties=species:S:1:pos:R:3
C -4.915 0.907 -3.627
C -5.692 1.127 -4.895
O -6.147 2.460 -4.616
C -6.266 2.623 -3.302
O -6.784 3.535 -2.739
O -5.660 1.589 -2.658
F -6.732 0.252 -5.045
H -3.893 1.241 -3.831
H -4.830 -0.158 -3.410
H -5.142 1.152 -5.835
C 0.584 0.025 -0.085
C 1.137 0.136 -1.490
O 0.196 0.979 -2.121
C -0.980 0.919 -1.424
O -1.996 1.378 -1.854
O -0.828 0.141 -0.355
F 1.040 -1.066 -2.129
H 0.953 0.739 0.648
H 0.909 -0.954 0.270
H 2.103 0.634 -1.568
O 6.761 -0.036 -5.904
P 6.523 0.002 -4.456
N 7.872 -0.505 -3.586
C 9.069 -1.008 -4.275
C 7.963 -0.472 -2.138
N 5.269 -1.101 -4.064
C 4.139 -1.313 -4.962
C 4.839 -1.242 -2.673
N 6.050 1.464 -3.765
C 4.672 1.913 -3.689
C 6.940 2.589 -4.023
H 9.886 -0.683 -3.625
H 9.305 -0.452 -5.181
H 9.064 -2.085 -4.424
H 7.699 -1.461 -1.748
H 7.309 0.307 -1.746
H 8.985 -0.240 -1.830
H 4.525 -1.120 -5.967
H 3.799 -2.340 -4.862
H 3.389 -0.523 -4.831
H 4.313 -2.191 -2.546
H 5.644 -1.312 -1.945
H 4.135 -0.448 -2.409
H 3.904 1.165 -3.508
H 4.637 2.622 -2.857
H 4.361 2.453 -4.591
H 6.828 3.367 -3.262
H 6.848 3.067 -5.000
H 7.964 2.243 -3.860
O -3.064 2.096 -6.853
P -1.965 3.039 -7.150
N -1.256 3.628 -5.751
C -0.505 2.624 -4.954
C -2.132 4.434 -4.913
N -2.490 4.421 -7.979
C -1.570 5.477 -8.351
C -3.855 4.937 -7.805
N -0.774 2.387 -8.130
C -1.190 1.767 -9.382
C 0.619 2.894 -8.079
H -0.099 3.120 -4.074
H 0.163 2.082 -5.614
H -1.224 1.909 -4.536
H -2.822 3.834 -4.303
H -2.688 5.194 -5.449
H -1.534 4.870 -4.106
H -1.315 6.122 -7.499
H -0.622 5.138 -8.756
H -2.055 6.131 -9.077
H -4.115 5.300 -8.809
H -4.631 4.188 -7.677
H -3.881 5.818 -7.162
H -1.728 2.503 -9.991
H -0.311 1.448 -9.938
H -1.849 0.941 -9.118
H 1.247 2.056 -8.386
H 0.911 3.138 -7.063
H 0.787 3.736 -8.748
O -1.291 4.367 5.634
P -0.161 3.460 5.933
N -0.346 2.690 7.433
C 0.043 3.400 8.656
C -1.366 1.685 7.595
N 1.353 4.266 6.062
C 2.543 3.597 6.597
C 1.625 5.317 5.082
N 0.119 2.192 4.851
C 0.944 1.047 5.187
C -0.100 2.404 3.430
H 0.893 2.831 9.045
H -0.771 3.506 9.372
H 0.414 4.392 8.401
H -1.301 1.107 8.517
H -1.491 1.075 6.699
H -2.324 2.231 7.661
H 2.249 2.918 7.395
H 3.042 3.026 5.808
H 3.269 4.308 6.990
H 2.708 5.396 4.964
H 1.342 5.004 4.071
H 1.174 6.278 5.314
H 0.702 0.666 6.183
H 0.731 0.213 4.520
H 2.015 1.252 5.275
H -1.022 1.980 3.021
H 0.676 1.861 2.878
H 0.005 3.453 3.159
O -5.813 -3.541 -0.622
P -6.026 -2.201 -0.082
N -7.407 -1.413 -0.558
C -7.499 -1.006 -1.970
C -8.695 -1.491 0.119
N -4.755 -1.112 -0.506
C -4.603 0.233 0.046
C -3.556 -1.639 -1.150
N -6.074 -2.186 1.594
C -6.162 -1.048 2.484
C -6.015 -3.533 2.220
H -8.133 -0.134 -2.130
H -7.981 -1.839 -2.496
H -6.543 -0.840 -2.454
H -8.563 -0.961 1.068
H -8.898 -2.542 0.347
H -9.515 -1.017 -0.409
H -5.619 0.562 0.279
H -3.980 0.266 0.943
H -4.299 1.020 -0.644
H -3.306 -1.167 -2.099
H -2.674 -1.652 -0.499
H -3.556 -2.725 -1.282
H -6.481 -0.179 1.910
H -6.990 -1.266 3.167
H -5.225 -0.839 3.003
H -6.793 -4.188 1.829
H -6.274 -3.412 3.271
H -5.013 -3.897 2.003
O 3.482 -1.506 0.123
P 4.280 -2.402 0.995
N 4.631 -3.945 0.426
C 3.485 -4.821 0.164
C 5.716 -4.169 -0.534
N 3.641 -2.645 2.539
C 3.877 -3.857 3.291
C 2.957 -1.563 3.248
N 5.810 -1.755 1.254
C 6.827 -2.406 2.093
C 6.068 -0.343 1.010
H 3.095 -4.724 -0.857
H 2.644 -4.483 0.772
H 3.842 -5.837 0.322
H 5.747 -5.197 -0.898
H 6.678 -3.911 -0.099
H 5.490 -3.601 -1.440
H 4.100 -3.727 4.355
H 3.014 -4.536 3.315
H 4.730 -4.406 2.894
H 1.885 -1.632 3.054
H 3.091 -1.666 4.325
H 3.385 -0.599 2.975
H 6.577 -3.465 2.124
H 7.847 -2.320 1.712
H 6.846 -1.913 3.068
H 5.900 0.012 -0.004
H 7.126 -0.141 1.207
H 5.574 0.257 1.783
O -1.866 -0.795 5.276
P -2.044 -2.230 5.078
N -0.919 -3.246 5.768
C -1.131 -3.628 7.173
C 0.474 -2.826 5.581
N -1.931 -2.620 3.426
C -2.336 -1.670 2.394
C -1.724 -3.947 2.866
N -3.542 -2.894 5.477
C -3.797 -4.326 5.335
C -4.736 -2.070 5.728
H -0.363 -4.292 7.568
H -2.060 -4.184 7.289
H -1.155 -2.734 7.803
H 1.097 -3.693 5.805
H 0.657 -1.935 6.188
H 0.714 -2.608 4.541
H -1.992 -1.884 1.384
H -3.431 -1.662 2.375
H -1.994 -0.651 2.588
H -0.865 -3.904 2.180
H -1.405 -4.629 3.653
H -2.487 -4.382 2.213
H -4.306 -4.504 4.386
H -2.854 -4.870 5.326
H -4.368 -4.672 6.199
H -5.626 -2.444 5.231
H -4.554 -1.030 5.459
H -4.825 -2.090 6.819
```

Computed properties:
Maximum force in hartree/bohr: 0.06665
Highest occupied orbital energy in eV: -8.09
SMILES: CN(C)P(=O)(N(C)C)N(C)C.CN(C)P(=O)(N(C)C)N(C)C.CN(C)P(=O)(N(C)C)N(C)C.CN(C)P(=O)(N(C)C)N(C)C.CN(C)P(=O)(N(C)C)N(C)C.CN(C)P(=O)(N(C)C)N(C)C.O=C1OC[C@@H](F)O1.O=C1OC[C@@H](F)O1
DFT total energy in eV: -157970.1612
Net charge: 0

---

Molecular formula: C3H3N3O2
Method: DFT, ωB97M-V/def2-TZVPD

The geometry in XYZ format:
```
11
Properties=species:S:1:pos:R:3
C 0.579 0.371 -0.106
C -0.984 -1.011 -0.478
C 1.841 -0.197 0.147
N -0.158 1.267 0.426
N -1.833 -0.146 -0.205
N -1.486 1.022 0.588
O -0.796 -2.027 -0.924
O 2.430 -0.342 1.197
H 2.321 -0.579 -0.735
H 0.078 0.101 -1.275
H -1.992 1.540 1.365
```

Computed properties:
Maximum force in hartree/bohr: 0.11952
Highest occupied orbital energy (alpha / beta) in eV: -9.38 / -9.38
SMILES: O=C=NN/N=C/C=O
DFT total energy in eV: -11718.7391
Net charge: 0

---

Molecular formula: C6H10
Method: DFT, ωB97M-V/def2-TZVPD

The geometry in XYZ format:
```
16
Properties=species:S:1:pos:R:3
C -0.550 -0.310 2.364
C -0.601 -0.668 0.938
C -0.840 0.488 0.050
C -0.081 0.468 -1.267
C 1.411 0.307 -1.192
C 0.560 -0.802 -1.743
H -0.948 -1.083 3.028
H 0.550 -0.376 2.496
H -0.859 0.701 2.678
H 0.410 -1.675 -1.117
H -1.920 0.304 -0.144
H -0.784 1.490 0.517
H -0.459 1.151 -2.024
H 1.843 0.171 -0.201
H 2.036 0.877 -1.874
H 0.601 -0.990 -2.812
```

Computed properties:
Maximum force in hartree/bohr: 0.00786
Highest occupied orbital energy in eV: -8.21
DFT total energy in eV: -6379.7801
Net charge: 0

---

Molecular formula: C8H9N3
Method: DFT, ωB97M-V/def2-TZVPD

The geometry in XYZ format:
```
20
Properties=species:S:1:pos:R:3
C 2.867 -0.479 0.085
C 1.389 -0.387 0.047
C -0.552 0.641 -0.147
C -1.529 1.584 0.058
C -2.856 1.084 0.157
C -3.077 -0.317 -0.117
C -2.120 -1.310 -0.036
C -0.767 -0.840 -0.119
H 3.596 1.387 0.811
H 2.609 1.438 -0.705
H 3.258 -1.260 -0.595
H 3.275 -0.751 1.150
H -1.307 2.731 -0.142
H -3.655 1.788 0.224
H -3.953 -0.771 -0.006
H -2.433 -2.427 -0.127
H 0.463 -2.383 -0.280
N 3.455 0.809 -0.154
N 0.888 0.791 -0.195
N 0.448 -1.329 0.090
```

Computed properties:
Maximum force in hartree/bohr: 0.14006
Highest occupied orbital energy in eV: -8.41
SMILES: NCc1nc2ccccc2[nH]1
DFT total energy in eV: -12909.7810
Net charge: 0